# 1
{"formula": "C4H2N2OS", "method": "ωB97M-V with the def2-TZVPD basis set", "homo_lumo_gap_ev": 9.76, "e_lumo_ev": 0.34, "smiles": "C#Cc1nnc(S)o1", "total_charge": 0, "energy_ev": -20039.596, "species": ["C", "C", "C", "N", "N", "C", "S", "O", "H", "H"], "positions_angstrom": [[-2.8981, -0.5506, -0.1230], [-1.7798, -0.1847, 0.0505], [-0.5561, 0.4823, 0.0680], [-0.1245, 1.6956, -0.0580], [1.3007, 1.5707, -0.0080], [1.5811, 0.3471, -0.0416], [3.1104, -0.3250, -0.0785], [0.5389, -0.4117, 0.0014], [-3.9186, -0.9972, -0.1988], [2.7461, -1.6266, 0.3880]], "nbo_charge": [-0.099, -0.118, 0.367, -0.215, -0.321, 0.286, 0.099, -0.420, 0.256, 0.166]}



# 2
{"formula": "C4H2N4", "method": "ωB97M-V with the def2-TZVPD basis set", "homo_lumo_gap_ev": 8.10, "e_lumo_ev": -2.51, "smiles": "C1=C2N=NC=C2N=N1", "total_charge": 0, "energy_ev": -10135.806, "species": ["C", "C", "N", "N", "C", "C", "N", "N", "H", "H"], "positions_angstrom": [[-1.4111, -0.6535, -0.9124], [-0.3282, 0.3723, -0.5815], [0.4833, 1.2961, -1.0891], [1.5664, 1.4925, -0.0740], [1.4438, 0.6467, 0.8593], [0.2246, -0.2435, 0.6068], [-0.2948, -1.3926, 0.9156], [-1.4610, -1.4669, 0.0727], [-2.1951, -0.7104, -1.6235], [1.9723, 0.6593, 1.8262]], "nbo_charge": [0.041, 0.079, -0.132, -0.228, 0.059, 0.092, -0.144, -0.227, 0.230, 0.230]}



# 3
{"formula": "C4H2N6O3", "method": "ωB97M-V with the def2-TZVPD basis set", "homo_lumo_gap_ev": 7.80, "e_lumo_ev": -1.84, "total_charge": 0, "energy_ev": -19254.975, "species": ["C", "C", "C", "C", "N", "N", "N", "N", "N", "N", "O", "O", "O", "H", "H"], "positions_angstrom": [[2.5099, 0.1957, 0.5126], [0.5677, -0.8961, -0.0871], [0.1630, 1.3171, -1.0670], [-2.3293, -0.3675, -0.3668], [1.7528, -0.8625, 0.1649], [2.2493, 1.4210, 0.1706], [-0.3773, -1.4531, -0.5927], [-1.6638, -1.4139, -0.7098], [1.2964, 1.6728, -0.7175], [-1.9894, 0.6853, 0.4801], [-0.7899, 1.3361, -1.7417], [-2.9174, 1.3185, 0.9185], [-0.8116, 0.8089, 0.8484], [3.3742, -0.0612, 1.1607], [-3.4860, -0.3532, -0.4681]], "nbo_charge": [0.220, 0.678, 0.798, 0.115, -0.486, -0.220, -0.288, -0.124, -0.348, 0.471, -0.524, -0.315, -0.420, 0.210, 0.233]}



# 4
{"formula": "C4H2O", "method": "ωB97M-V with the def2-TZVPD basis set", "homo_lumo_gap_ev": 8.18, "e_lumo_ev": -2.01, "total_charge": 0, "energy_ev": -6220.841, "species": ["C", "C", "C", "C", "O", "H", "H"], "positions_angstrom": [[1.3492, -0.7163, -2.6149], [1.6228, -1.6293, -1.5798], [1.4314, -2.0578, -0.3876], [-0.8693, -0.9355, 1.9957], [-1.6789, -1.6472, 1.5739], [2.4273, -0.5689, -3.4888], [0.3190, -0.4042, -2.8029]], "nbo_charge": [-0.159, -0.456, 0.151, 0.518, -0.517, 0.237, 0.225]}



Q: Which formula does entry 3 have?
A: C4H2N6O3